*a*
C5H9NO2 in the gas phase. Source: the Open Molecules 2025 dataset; level of theory: the ωB97M-V functional and the def2-TZVPD basis.

CARTESIAN COORDINATES (ANGSTROEM)
C  -1.519  2.337  -1.217
N  -1.537  1.791  -0.020
C  -0.313  1.390  0.588
C  -0.259  -0.107  0.236
C  1.104  -0.720  0.647
C  1.269  -2.193  0.207
O  2.242  -2.897  0.314
O  0.032  -2.764  -0.104
H  -0.734  2.362  -1.915
H  -2.529  2.648  -1.548
H  0.562  1.996  0.065
H  -0.132  1.693  1.700
H  -1.034  -0.867  0.411
H  -0.143  -0.195  -0.939
H  0.932  -0.742  1.678
H  1.842  0.005  0.112
H  0.217  -3.735  -0.214

Calculated values
**SMILES**: C=NCCCC(=O)O
**Frontier orbital gap**: 10.382 eV
**HOMO**: -0.35651 hartree
**Charge**: 0



*b*
A molecular structure, C5H9NO2. Source: the Open Molecules 2025 dataset; level of theory: the ωB97M-V functional and the def2-TZVPD basis.

CARTESIAN COORDINATES (ANGSTROEM)
C  1.194  0.420  -1.460
C  -1.348  0.215  -0.478
N  0.774  -0.995  0.576
C  0.333  -0.754  -0.937
C  -0.030  -0.446  1.381
C  -0.637  -0.241  2.519
O  1.337  1.528  -0.604
O  0.132  -1.731  -1.630
H  0.470  1.939  -0.496
H  1.699  -1.330  0.833
H  0.775  0.684  -2.436
H  2.199  0.018  -1.617
H  -2.053  -0.576  -0.240
H  -1.508  1.092  0.151
H  -1.464  0.519  -1.519
H  -0.897  -1.086  3.147
H  -0.976  0.742  2.811

Calculated values
**Frontier orbital gap (spin up / spin down)**: 7.825 / 7.824 eV
**HOMO (spin up / spin down)**: -0.29772 / -0.29770 hartree
**Charge**: 0



*c*
A molecular structure, C5H9NO2. Source: the Open Molecules 2025 dataset; level of theory: the ωB97M-V functional and the def2-TZVPD basis.

CARTESIAN COORDINATES (ANGSTROEM)
C  -1.393  0.627  1.246
C  1.551  -0.549  -0.986
C  -0.355  -0.289  0.701
N  -0.350  -1.600  1.007
C  -0.212  1.344  -1.030
C  0.697  0.343  -0.099
O  -1.809  0.531  -0.081
O  0.045  2.524  -1.074
H  -1.172  -1.979  1.455
H  0.128  -2.243  0.391
H  -0.581  0.795  -1.914
H  -1.055  1.617  1.569
H  -2.089  0.168  1.954
H  1.286  1.014  0.525
H  2.194  -1.211  -0.403
H  0.925  -1.159  -1.642
H  2.189  0.067  -1.618

Calculated values
**Frontier orbital gap**: 9.475 eV
**HOMO**: -0.32465 hartree
**Charge**: 0



Stability ranking, top entry: *a*; the second entry is 35.6 kJ/mol less favorable.



*a*
C4H8O2Se in the gas phase. Source: the Open Molecules 2025 dataset; level of theory: the ωB97M-V functional and the def2-TZVPD basis.

CARTESIAN COORDINATES (ANGSTROEM)
C  0.559  -1.269  0.296
C  -0.624  -1.196  -0.784
C  1.168  0.018  0.624
C  -1.232  1.144  0.527
O  1.495  0.820  -0.464
O  -0.861  2.091  -0.324
Se  -2.177  -0.383  -0.006
H  -0.013  -1.741  1.249
H  1.393  -1.833  -0.182
H  -0.180  -0.800  -1.721
H  -0.661  -2.282  -1.155
H  1.539  0.147  1.553
H  -1.445  1.547  1.605
H  1.222  1.711  -0.219
H  -0.185  2.025  -0.998

Calculated values
**Frontier orbital gap (spin up / spin down)**: 7.971 / 8.110 eV
**HOMO (spin up / spin down)**: -0.27526 / -0.27296 hartree
**Charge**: 0



*b*
C4H8O2Se in the gas phase. Source: the Open Molecules 2025 dataset; level of theory: the ωB97M-V functional and the def2-TZVPD basis.

CARTESIAN COORDINATES (ANGSTROEM)
O  1.011  1.682  -0.618
C  1.582  0.486  -0.083
C  0.462  -0.550  0.239
O  0.610  -1.861  -0.326
C  -0.953  -0.222  -0.327
C  -2.051  0.158  0.574
Se  -3.704  0.101  0.041
H  0.349  2.047  -0.003
H  2.128  0.643  0.773
H  2.130  -0.012  -0.894
H  0.356  -0.676  1.354
H  1.599  -2.106  -0.340
H  -1.101  -0.912  -1.139
H  -0.787  0.690  -0.829
H  -1.629  0.530  1.578

Calculated values
**SMILES**: OC[C@H](O)CC=[Se]
**Frontier orbital gap (spin up / spin down)**: 8.041 / 8.041 eV
**HOMO (spin up / spin down)**: -0.30713 / -0.30713 hartree
**Charge**: 0



*c*
C4H8O2Se in the gas phase. Source: the Open Molecules 2025 dataset; level of theory: the ωB97M-V functional and the def2-TZVPD basis.

CARTESIAN COORDINATES (ANGSTROEM)
C  -1.430  -0.005  0.507
C  0.923  -1.139  1.012
C  -0.580  0.900  -0.466
C  0.678  0.151  -0.940
O  -0.214  2.099  0.110
O  0.554  -0.784  -1.911
Se  -0.306  -0.214  2.124
H  -2.399  0.318  0.790
H  -1.723  -0.989  0.250
H  0.839  -2.107  0.418
H  1.927  -0.989  1.440
H  -1.190  1.154  -1.295
H  1.696  0.703  -0.805
H  -0.102  1.971  1.084
H  1.329  -1.070  -2.318

Calculated values
**Frontier orbital gap**: 8.044 eV
**HOMO**: -0.27206 hartree
**Charge**: 0



Stability ranking, top entry: *b*; the second entry is 95.6 kJ/mol less favorable.



*a*
2 unconnected molecules or ions with the total composition C3H3O3S. Source: the Open Molecules 2025 dataset; level of theory: the ωB97M-V functional and the def2-TZVPD basis.

CARTESIAN COORDINATES (ANGSTROEM)
C  0.600  -3.147  0.706
C  -0.169  0.177  0.196
C  -0.786  1.410  0.154
O  -1.380  1.937  1.099
O  -0.673  2.136  -1.043
O  0.562  -2.669  1.739
S  0.529  -0.663  -1.170
H  -0.290  -0.431  1.078
H  1.842  -0.297  -1.087
H  -0.235  1.547  -1.672

Calculated values
**Frontier orbital gap**: 6.357 eV
**HOMO**: -0.10499 hartree
**Charge**: -1



*b*
A gas-phase ion, C3H3O3S (charge -1). Source: the Open Molecules 2025 dataset; level of theory: the ωB97M-V functional and the def2-TZVPD basis.

CARTESIAN COORDINATES (ANGSTROEM)
C  -1.680  -0.196  0.277
O  -0.371  0.235  0.515
C  0.633  0.284  -0.439
O  0.411  0.316  -1.634
C  2.077  0.326  0.172
O  2.703  1.326  0.441
S  2.405  -1.282  0.181
H  -2.027  0.425  -0.637
H  -2.327  -0.079  1.122
H  -1.824  -1.356  0.002

Calculated values
**SMILES**: COC(=O)C([O-])=S
**Frontier orbital gap**: 7.293 eV
**HOMO**: -0.13305 hartree
**Charge**: -1



Stability ranking, top entry: *b*; the second entry is 27.9 kJ/mol less favorable.



*a*
C4H6N2O in the gas phase. Source: the Open Molecules 2025 dataset; level of theory: the ωB97M-V functional and the def2-TZVPD basis.

CARTESIAN COORDINATES (ANGSTROEM)
H  0.437  1.111  2.262
N  -0.101  1.202  1.405
C  -0.210  0.209  0.672
C  -0.950  0.215  -0.624
C  0.031  0.169  -1.798
O  0.343  -1.067  0.906
C  1.070  -1.286  1.927
N  1.727  -1.500  2.839
H  -1.547  1.125  -0.664
H  -1.607  -0.656  -0.661
H  0.647  -0.726  -1.749
H  -0.518  0.161  -2.735
H  0.679  1.042  -1.781

Calculated values
**SMILES**: [H]/N=C(/CC)OC#N
**Frontier orbital gap**: 11.894 eV
**HOMO**: -0.41217 hartree
**Charge**: 0



*b*
C4H6N2O in the gas phase. Source: the Open Molecules 2025 dataset; level of theory: the ωB97M-V functional and the def2-TZVPD basis.

CARTESIAN COORDINATES (ANGSTROEM)
N  1.961  0.575  -0.116
C  0.626  0.096  -0.331
N  -0.401  1.099  -0.185
C  -1.584  0.442  0.023
C  -1.421  -0.873  0.322
C  0.022  -1.127  0.375
O  0.674  -2.098  0.710
H  2.572  -0.233  -0.046
H  2.039  1.092  0.754
H  0.571  -0.374  -1.335
H  -0.340  2.000  -0.633
H  -2.518  0.992  -0.062
H  -2.203  -1.590  0.523

Calculated values
**SMILES**: N[C@@H]1NC=CC1=O
**Frontier orbital gap**: 9.268 eV
**HOMO**: -0.31767 hartree
**Charge**: 0



*c*
C4H6N2O in the gas phase. Source: the Open Molecules 2025 dataset; level of theory: the ωB97M-V functional and the def2-TZVPD basis.

CARTESIAN COORDINATES (ANGSTROEM)
C  -2.230  -0.162  -0.234
O  -1.216  -0.769  0.539
C  0.042  -0.409  0.253
N  1.025  -1.140  0.641
C  2.172  -0.289  0.433
N  1.817  0.850  -0.351
C  0.531  0.769  -0.459
H  -2.309  0.911  -0.021
H  -3.157  -0.659  0.050
H  -2.052  -0.312  -1.306
H  3.148  -0.722  0.201
H  2.044  -0.255  1.550
H  -0.058  1.463  -1.054

Calculated values
**SMILES**: COC1=NCN=C1
**Frontier orbital gap**: 10.222 eV
**HOMO**: -0.35441 hartree
**Charge**: 0



Stability ranking, top entry: *b*; the second entry is 56.7 kJ/mol less favorable.



*a*
C2H7N5O in the gas phase. Source: the Open Molecules 2025 dataset; level of theory: the ωB97M-V functional and the def2-TZVPD basis.

CARTESIAN COORDINATES (ANGSTROEM)
H  -2.042  -2.660  -1.090
N  -1.094  -2.487  -0.732
N  -1.005  -1.348  -0.219
C  0.268  -1.066  0.255
N  1.099  -2.073  0.666
N  0.723  0.163  0.298
N  -0.097  1.146  -0.144
C  0.489  2.488  -0.163
O  -1.262  1.289  0.716
H  0.829  -2.954  0.245
H  2.070  -1.826  0.522
H  0.717  2.843  0.848
H  -0.200  3.195  -0.637
H  1.416  2.493  -0.746
H  -1.911  0.798  0.182

Calculated values
**SMILES**: [H]/N=N/C(N)=N\N(C)O
**Frontier orbital gap (spin up / spin down)**: 7.393 / 7.394 eV
**HOMO (spin up / spin down)**: -0.29411 / -0.29414 hartree
**Charge**: 0



*b*
C2H7N5O in the gas phase. Source: the Open Molecules 2025 dataset; level of theory: the ωB97M-V functional and the def2-TZVPD basis.

CARTESIAN COORDINATES (ANGSTROEM)
H  -0.694  -0.057  -2.866
N  -1.571  -0.064  -2.105
C  -0.661  0.073  -1.152
N  0.671  -0.044  -1.356
N  -0.832  0.667  0.111
C  -0.068  -0.130  1.081
N  -0.837  -0.962  1.744
N  1.262  -0.003  1.272
O  1.665  1.246  0.926
H  0.802  -0.337  -2.323
H  1.431  0.527  -0.958
H  -1.847  0.812  0.502
H  -1.366  -1.734  1.226
H  -0.554  -1.427  2.585
H  2.602  1.433  1.314

Calculated values
**SMILES**: [H]/N=C(\N)N/C(N)=N\O
**Frontier orbital gap**: 9.069 eV
**HOMO**: -0.30727 hartree
**Charge**: 0



Stability ranking, top entry: *b*; the second entry is 51.3 kJ/mol less favorable.



*a*
C5H7FN2 in the gas phase. Source: the Open Molecules 2025 dataset; level of theory: the ωB97M-V functional and the def2-TZVPD basis.

CARTESIAN COORDINATES (ANGSTROEM)
C  0.948  -1.207  -0.542
N  1.166  0.266  -0.707
C  0.076  0.959  -1.408
C  0.300  1.036  0.123
C  -0.861  0.435  0.863
F  -1.877  1.265  1.273
C  -0.546  -0.594  1.920
N  -0.269  -1.219  2.900
H  -0.151  -1.348  -0.838
H  1.499  -1.613  -1.391
H  1.090  -1.703  0.509
H  0.371  1.746  -2.034
H  -0.980  0.358  -1.638
H  0.618  1.854  0.847
H  -1.383  -0.233  0.122

Calculated values
**SMILES**: CN1C[C@H]1[C@H](F)C#N
**Frontier orbital gap**: 10.735 eV
**HOMO**: -0.36656 hartree
**Charge**: 0



*b*
C5H7FN2 in the gas phase. Source: the Open Molecules 2025 dataset; level of theory: the ωB97M-V functional and the def2-TZVPD basis.

CARTESIAN COORDINATES (ANGSTROEM)
H  -2.376  -0.908  1.794
N  -1.540  -1.145  1.182
C  -1.116  -0.239  0.363
C  -0.045  -0.594  -0.608
C  1.055  0.429  -0.609
C  1.987  0.406  0.568
F  2.809  1.561  0.716
C  2.763  -0.817  0.278
N  3.143  -1.869  0.039
H  -1.330  0.791  0.344
H  -0.468  -0.592  -1.603
H  0.351  -1.669  -0.452
H  1.672  0.302  -1.607
H  0.568  1.410  -0.792
H  1.344  0.205  1.475

Calculated values
**SMILES**: [H]/N=C/CC[C@H](F)C#N
**Frontier orbital gap**: 11.111 eV
**HOMO**: -0.38104 hartree
**Charge**: 0



*c*
C5H7FN2 in the gas phase. Source: the Open Molecules 2025 dataset; level of theory: the ωB97M-V functional and the def2-TZVPD basis.

CARTESIAN COORDINATES (ANGSTROEM)
H  0.956  -0.148  2.497
N  1.567  -0.378  1.696
C  0.975  -0.075  0.603
N  1.622  -0.190  -0.652
C  0.818  0.341  -1.697
C  -0.420  0.521  -1.203
C  -0.469  0.344  0.248
C  -1.551  -0.589  0.611
F  -0.648  1.578  0.899
H  2.597  -0.300  -0.643
H  1.249  0.388  -2.701
H  -1.225  0.874  -1.782
H  -1.445  -1.593  0.157
H  -1.507  -0.690  1.681
H  -2.520  -0.084  0.284

Calculated values
**SMILES**: [H]/N=C1/NC=C[C@]1(C)F
**Frontier orbital gap**: 9.521 eV
**HOMO**: -0.31437 hartree
**Charge**: 0



Stability ranking, top entry: *c*; the second entry is 97.5 kJ/mol less favorable.